Record 1
19
Properties=species:S:1:pos:R:3 method="wB97M-V/def2-TZVPD" orbital_gap_ev=10.955 lumo_ha=0.03544 total_energy_ha=-311.0527
C 1.77 -0.70 -0.77
C 0.69 -0.14 0.17
O 1.20 0.10 1.49
C 0.05 1.16 -0.37
C -1.34 1.17 0.27
C -1.78 -0.28 0.04
C -0.52 -1.09 0.38
H 2.59 -1.15 -0.20
H 2.19 0.06 -1.43
H 1.34 -1.49 -1.39
H 2.13 0.33 1.43
H 0.66 2.04 -0.13
H -0.05 1.10 -1.46
H -1.24 1.36 1.34
H -2.02 1.91 -0.16
H -2.04 -0.41 -1.02
H -2.65 -0.58 0.63
H -0.44 -2.00 -0.23
H -0.52 -1.39 1.43

Record 2
32
Properties=species:S:1:pos:R:3 method="wB97M-V/def2-TZVPD" orbital_gap_ev=7.655 lumo_ha=-0.13850 charge=+1 total_energy_ha=-648.0251
C 3.70 1.19 -0.84
C 2.48 0.68 -1.15
C -1.27 0.22 -1.39
C -2.18 1.23 -1.27
C 2.78 0.51 1.01
C -1.16 1.14 0.60
C -0.56 -3.18 -0.35
C 0.34 -1.17 1.69
C -2.96 2.80 0.57
C 0.49 -2.01 -0.63
C 0.38 -0.79 0.24
N 3.83 1.09 0.52
N 1.97 0.13 -0.01
N -0.57 0.22 -0.18
N -2.20 1.69 -0.03
H 4.59 1.66 -1.42
H 1.84 0.61 -2.00
H -1.01 -0.23 -2.28
H -3.12 1.52 -1.82
H 2.68 0.43 2.16
H -0.95 1.54 1.56
H -1.46 -2.72 -0.39
H -0.66 -3.91 -1.11
H -0.42 -3.62 0.59
H 0.55 -0.36 2.44
H -0.61 -1.55 1.93
H 1.00 -2.00 1.70
H -2.95 2.58 1.57
H -2.42 3.77 0.38
H -3.91 2.89 0.24
H 1.50 -2.53 -0.53
H 0.30 -1.84 -1.77

Record 3
130
Properties=species:S:1:pos:R:3 method="wB97M-V/def2-TZVPD" orbital_gap_ev=8.541 lumo_ha=-0.00566 total_energy_ha=-3278.3432
C -0.45 -3.60 -1.46
C -1.42 -3.62 -2.20
C -2.57 -3.27 -3.14
C -3.52 -2.16 -2.51
C -2.74 -0.82 -2.67
C -3.31 0.56 -2.13
C -4.76 0.44 -2.69
C -5.27 0.93 -3.86
C -3.30 0.87 -0.53
C -3.89 -0.41 0.12
C -4.49 -0.36 1.57
C -4.24 2.16 -0.48
C -5.62 2.17 0.23
C -6.79 1.26 -0.28
C -8.13 1.66 0.47
C -9.04 0.38 0.64
C -1.79 1.20 -0.01
C -0.74 0.12 -0.50
C 0.62 -0.08 0.20
C 1.65 -0.52 -0.56
C -1.55 1.38 1.53
I -2.71 2.99 2.56
C -1.35 0.21 2.60
C -2.13 0.32 3.99
I -1.40 -1.90 2.12
C -1.29 2.56 -0.69
C 0.23 2.89 -0.77
O 0.72 3.58 0.41
C 2.10 3.34 0.66
C 2.32 2.37 1.89
O 3.29 1.37 1.59
C 3.63 0.67 2.80
C 4.31 -0.71 2.50
O -1.82 2.90 -1.97
S -2.28 1.79 -3.02
O -3.00 2.56 -4.03
O -1.16 1.18 -3.73
H 0.23 -3.79 -0.61
H -3.15 -4.20 -3.33
H -2.14 -2.91 -4.11
H -4.46 -2.25 -3.08
H -3.70 -2.52 -1.48
H -1.66 -1.03 -2.53
H -2.80 -0.68 -3.79
H -5.51 -0.20 -2.18
H -4.78 0.95 -4.85
H -6.30 1.36 -3.82
H -3.12 -1.21 0.00
H -4.73 -0.87 -0.46
H -4.26 -1.25 2.20
H -5.61 -0.35 1.53
H -4.22 0.60 2.03
H -4.41 2.62 -1.49
H -3.73 3.04 -0.02
H -5.59 2.05 1.34
H -6.02 3.21 0.10
H -6.61 0.17 -0.28
H -6.98 1.54 -1.35
H -8.68 2.39 -0.17
H -7.85 2.12 1.45
H -9.87 0.41 -0.10
H -9.43 0.37 1.69
H -8.47 -0.56 0.45
H -1.17 -0.91 -0.59
H -0.46 0.36 -1.56
H 0.89 0.05 1.26
H 2.68 -0.62 -0.18
H 1.52 -0.73 -1.65
H -0.57 1.93 1.56
H -0.29 0.31 2.97
H -1.87 -0.64 4.50
H -3.23 0.31 3.91
H -1.69 1.08 4.67
H -1.67 3.38 -0.02
H 0.31 3.70 -1.54
H 0.91 2.11 -1.16
H 2.52 4.31 1.02
H 2.71 3.05 -0.22
H 2.71 2.95 2.77
H 1.37 1.89 2.23
H 4.35 1.29 3.40
H 2.71 0.48 3.41
H 3.88 -1.44 3.21
H 4.11 -1.08 1.47
H 5.42 -0.69 2.64
C 3.28 -6.04 1.54
C 2.93 -4.57 1.46
O 1.55 -4.40 1.16
H 3.05 -6.54 0.59
H 4.34 -6.18 1.76
H 2.69 -6.54 2.31
H 3.50 -4.08 0.68
H 3.15 -4.07 2.41
H 1.04 -4.82 1.86
C 0.99 -4.04 -6.21
C 0.68 -5.48 -5.84
O 1.10 -5.75 -4.51
H 2.06 -3.84 -6.13
H 0.67 -3.82 -7.24
H 0.48 -3.35 -5.54
H 1.21 -6.17 -6.51
H -0.39 -5.68 -5.92
H 0.63 -5.15 -3.92
C 8.07 -2.94 5.51
C 7.60 -1.72 4.74
O 6.34 -1.28 5.23
H 7.34 -3.75 5.43
H 9.03 -3.30 5.13
H 8.17 -2.71 6.57
H 7.48 -1.96 3.68
H 8.32 -0.91 4.83
H 6.45 -1.06 6.16
C 3.67 2.41 -3.80
C 3.31 0.97 -3.47
O 3.76 0.63 -2.16
H 4.75 2.55 -3.73
H 3.34 2.68 -4.80
H 3.21 3.10 -3.08
H 3.79 0.29 -4.17
H 2.23 0.83 -3.52
H 3.33 1.22 -1.54
C 4.80 6.29 3.04
C 5.69 5.59 2.03
O 6.13 4.34 2.54
H 5.33 6.45 3.98
H 4.46 7.26 2.66
H 3.92 5.68 3.26
H 6.58 6.20 1.82
H 5.16 5.43 1.08
H 5.35 3.80 2.71

Repeat the second record exactly.
32
Properties=species:S:1:pos:R:3 method="wB97M-V/def2-TZVPD" orbital_gap_ev=7.655 lumo_ha=-0.13850 charge=+1 total_energy_ha=-648.0251
C 3.70 1.19 -0.84
C 2.48 0.68 -1.15
C -1.27 0.22 -1.39
C -2.18 1.23 -1.27
C 2.78 0.51 1.01
C -1.16 1.14 0.60
C -0.56 -3.18 -0.35
C 0.34 -1.17 1.69
C -2.96 2.80 0.57
C 0.49 -2.01 -0.63
C 0.38 -0.79 0.24
N 3.83 1.09 0.52
N 1.97 0.13 -0.01
N -0.57 0.22 -0.18
N -2.20 1.69 -0.03
H 4.59 1.66 -1.42
H 1.84 0.61 -2.00
H -1.01 -0.23 -2.28
H -3.12 1.52 -1.82
H 2.68 0.43 2.16
H -0.95 1.54 1.56
H -1.46 -2.72 -0.39
H -0.66 -3.91 -1.11
H -0.42 -3.62 0.59
H 0.55 -0.36 2.44
H -0.61 -1.55 1.93
H 1.00 -2.00 1.70
H -2.95 2.58 1.57
H -2.42 3.77 0.38
H -3.91 2.89 0.24
H 1.50 -2.53 -0.53
H 0.30 -1.84 -1.77